1.
Molecular formula: C2H3IN2O2
Method: DFT, the ωB97M-V functional and the def2-TZVPD basis

Last column: Löwdin charge in e.
Atoms and positions in Å:
I  -2.7317  -0.8175  0.4417  0.6926
O  -0.0613  2.5978  0.6217  0.0555
O  -1.1515  0.0530  -1.9220  -0.0847
N  -0.9639  -0.5569  -0.8870  -0.6206
N  0.6471  1.6665  0.7846  -0.1751
C  1.0985  0.5828  0.7384  0.0398
C  0.1493  -0.9577  -0.3626  -0.1760
H  1.9118  0.0398  1.1296  0.0951
H  0.9968  -0.9944  -1.0323  0.1096
H  0.1048  -1.6135  0.4879  0.0637

Force components x, y, z for each atom (eV/Å):
0.51 0.04 -0.29
-0.46 1.10 0.09
0.09 0.14 -0.29
-0.90 -0.03 0.44
-0.06 -0.86 -0.35
0.64 1.03 0.74
-0.18 -1.26 -0.57
0.49 -0.33 0.23
0.00 0.11 -0.09
-0.12 0.07 0.10

As for the total charge: 0. Its lowest unoccupied orbital energy is -1.297 eV. The value obtained for the gap between HOMO and LUMO is 0.2662 Ha. As for the spin multiplicity: 1. Its HOMO energy is -8.54 eV. The calculation puts the total energy at -17291.512 eV. Its structure (SMILES) is C=[N+]([O-])I.C#[N+][O-]. The relative energy (zero: lowest compared OMol25 entry of this formula, charge and spin) comes out at 674.0 kJ/mol.

2.
Molecular formula: C4H7NO2
Method: DFT, the ωB97M-V functional and the def2-TZVPD basis

Last column: Löwdin charge in e.
Atoms and positions in Å:
O  1.5165  0.4355  1.0171  -0.0513
O  -1.3764  1.9378  0.0127  0.1066
N  -0.4602  -1.2533  -0.0757  -0.0010
C  -1.4448  -0.5091  0.7489  -0.0982
C  1.4339  0.3803  -0.3963  -0.2150
C  -1.0487  0.7677  0.0100  -0.3257
C  0.0014  -0.0424  -0.7335  -0.2726
H  -2.5149  -0.7989  0.6540  0.1258
H  2.4440  0.6259  1.2747  0.1093
H  2.0697  -0.3642  -0.8680  0.1130
H  -0.9672  -1.8298  -0.7270  0.0987
H  1.6660  1.3434  -0.8883  0.1277
H  -0.1046  -0.0489  -1.8435  0.1634
H  -1.2147  -0.6441  1.8149  0.1192

Force components x, y, z for each atom (eV/Å):
1.22 0.21 -0.01
0.33 -1.96 -0.03
-0.43 -0.70 0.19
-0.91 -0.59 0.73
-0.70 0.00 -0.39
-0.22 1.95 0.59
0.66 1.06 -1.43
0.56 0.13 -0.28
-0.94 -0.18 -0.23
0.45 -0.29 0.31
0.13 -0.29 -0.21
-0.24 -0.16 0.34
0.01 0.11 0.62
0.08 0.71 -0.20

As for the total charge: 0. Its lowest unoccupied orbital energy is 0.737 eV. The value obtained for the gap between HOMO and LUMO is 0.3760 Ha. As for the spin multiplicity: 1. Its HOMO energy is -9.50 eV. The calculation puts the total energy at -9844.946 eV. Its structure (SMILES) is O=C1CN[C@@H]1CO. The relative energy (zero: lowest compared OMol25 entry of this formula, charge and spin) comes out at 225.2 kJ/mol.

3.
Molecular formula: C37H74F3N5O3P2
Method: DFT, the ωB97M-V functional and the def2-TZVPD basis

Last column: Löwdin charge in e.
Atoms and positions in Å:
P  4.2228  0.8361  -4.7575  0.9637
P  -2.2617  -0.2082  -3.2802  0.9632
F  1.1599  -0.7061  -0.6140  0.0574
F  0.9064  -2.9532  -0.6785  0.0276
F  2.1047  -1.9667  -2.3298  0.0786
O  -2.2682  0.8309  -1.8810  -0.3527
O  1.6894  0.3212  -4.0986  -0.2009
O  7.3254  3.5756  -2.4600  0.0382
N  -0.3244  -1.7597  -2.2180  0.0982
N  5.5715  2.0846  -1.9025  -0.1107
N  -3.0707  -0.6305  9.3344  -0.1941
N  -0.4965  -1.6121  -4.7385  -0.0389
N  -5.3714  -1.3626  1.8651  -0.1915
C  -7.1480  -3.1248  1.8665  -0.0929
C  0.6312  -2.5199  -5.0232  -0.2026
C  0.9443  -1.7864  -1.5412  -0.4169
C  -0.8540  -5.6684  -2.9788  -0.1235
C  3.0283  1.6566  -2.3492  -0.1436
C  -3.5847  -2.9075  10.2361  -0.0931
C  -4.2265  -0.7974  1.1532  -0.2487
C  -3.3082  0.3268  8.2559  -0.2492
C  -0.8950  -4.6307  -4.2461  -0.2421
C  2.2769  5.3122  -3.6779  -0.1576
C  0.6874  6.3922  -1.7245  -0.0790
C  0.3443  3.8292  -2.6367  -0.0189
C  -1.7490  -0.5587  9.9498  -0.2498
C  3.7392  0.0178  -6.4334  -0.2992
C  5.3166  2.2910  -5.2468  -0.3079
C  7.1800  0.8684  -0.2907  -0.0840
C  4.2242  2.6947  -2.1191  -0.1822
C  0.5687  -3.9788  -4.3299  -0.1981
C  -3.4400  -1.6894  -2.9509  -0.2918
C  5.6378  1.2474  -0.6669  -0.2443
C  6.4124  4.1102  -0.2460  -0.0299
C  1.9918  2.7171  -4.6225  -0.1023
C  -2.9018  -1.5547  1.2239  -0.0861
C  -5.8027  -2.6497  1.3297  -0.2740
C  -2.5989  0.0862  6.9243  -0.0903
C  -5.3130  -1.2571  3.3197  -0.2462
C  6.4642  3.2620  -1.5987  -0.4058
C  -0.5763  -1.1758  9.1874  -0.0880
C  1.8482  6.5087  -2.7475  -0.0469
C  -0.4574  -0.9208  -3.4331  -0.5172
C  3.5043  5.6459  -4.6747  -0.1019
C  -4.4066  -2.2356  4.0666  -0.0872
C  -3.5700  -1.9688  9.0352  -0.2747
C  0.4283  0.4459  -3.4397  -0.1827
C  -0.0715  5.0207  -1.6993  -0.0662
C  2.5990  1.4220  -3.8753  -0.5478
C  1.5436  3.9149  -3.6480  -0.1111
H  5.7295  3.6728  0.5663  0.0755
H  1.2168  -4.6714  -4.9963  0.1249
H  2.1434  2.0199  -1.6976  0.1136
H  2.7047  -0.4622  -6.3789  0.0253
H  -0.7841  -2.6733  -2.3126  0.1082
H  7.7818  0.8463  -1.2768  0.0930
H  -1.4146  -2.0086  -4.9695  0.0795
H  -1.1498  -5.2739  -5.1544  0.1066
H  0.2063  -6.0777  -2.8141  0.0805
H  -3.2372  -2.2059  -1.9499  0.0347
H  7.4515  4.2590  0.1996  0.0937
H  3.8087  0.7918  -7.2922  0.0411
H  -7.4420  -4.0490  1.3613  0.0722
H  -4.1640  -2.4844  11.0612  0.0792
H  1.0515  2.4674  -5.2521  0.1347
H  -2.4129  -1.4237  2.1898  0.0579
H  5.9727  5.1555  -0.4815  0.1012
H  3.2663  5.1784  -5.7069  0.0808
H  3.9645  3.2880  -1.1547  0.1336
H  2.4145  7.5093  -2.8252  0.0922
H  4.2090  3.4668  -2.9675  0.1001
H  0.4295  7.2745  -1.0465  0.0840
H  6.2639  2.2339  -4.5819  0.0363
H  5.7195  2.2463  -6.3313  0.0577
H  7.2158  -0.2209  0.0978  0.0829
H  -2.5766  -3.1290  10.5949  0.0637
H  -4.5026  -0.7001  0.0961  0.0944
H  1.6749  -2.1057  -4.8302  0.1079
H  -4.4926  -3.2579  3.6907  0.0694
H  -5.0555  -3.4347  1.5081  0.0972
H  -3.3613  -1.9324  4.0200  0.0508
H  -0.2919  2.8917  -2.5394  0.0631
H  -4.5025  -1.2427  -2.8790  0.0490
H  -4.0454  -3.8587  9.9560  0.0725
H  3.4985  6.7866  -4.8669  0.0824
H  4.5523  -0.7674  -6.6240  0.0353
H  -1.5421  0.3503  6.9763  0.0557
H  5.1418  0.2264  -0.8976  0.1196
H  -7.1088  -3.3393  2.9373  0.0639
H  -4.0622  0.2313  1.4927  0.1138
H  7.6504  1.6141  0.4403  0.0724
H  -3.4668  -2.4342  -3.8167  0.0339
H  0.4270  0.8930  -2.3921  0.1080
H  -2.2148  -1.1636  0.4665  0.0555
H  0.5973  -2.7294  -6.1649  0.1292
H  4.5194  5.3118  -4.2748  0.0686
H  -4.6049  -1.8859  8.6836  0.1163
H  4.8740  3.3281  -5.0702  0.0030
H  -6.3296  -1.3677  3.7127  0.1014
H  -0.9306  4.9480  -0.9427  0.0820
H  5.0668  1.6694  0.2333  0.1149
H  -3.0197  -2.6238  1.0328  0.0669
H  -2.6854  -0.9482  6.5850  0.0555
H  3.2879  0.6117  -1.9223  0.1079
H  -0.2223  -0.5207  8.3925  0.0534
H  -1.5103  0.4867  10.1751  0.1145
H  -5.9082  -2.5589  0.2423  0.1142
H  2.7160  3.1969  -5.3871  0.0878
H  -0.8221  -2.1492  8.7564  0.0684
H  -3.0637  1.3353  8.6078  0.1116
H  0.2643  -1.3292  9.8712  0.0723
H  1.0366  -4.0264  -3.2890  0.0854
H  -3.0111  1.4591  -2.0489  0.0479
H  -4.3871  0.3544  8.0624  0.1082
H  -4.6850  -2.2571  5.1251  0.0667
H  -7.9296  -2.3815  1.6876  0.0791
H  -1.0788  -5.0067  -2.0542  0.0681
H  -1.6592  -6.4740  -3.0397  0.0719
H  -1.8031  -1.0356  10.9346  0.1005
H  -3.0002  -2.4430  8.2247  0.0967
H  -5.0318  -0.2354  3.5983  0.1129
H  -1.7408  -3.9024  -4.0096  0.0640
H  -3.0448  0.7194  6.1510  0.0705
H  -0.2151  1.1724  -4.0808  0.1086

Force components x, y, z for each atom (eV/Å):
0.40 -1.40 -0.20
-0.93 1.10 -0.94
-0.28 -2.23 -2.80
0.18 2.38 -1.81
-2.33 1.03 1.78
-0.46 -1.32 -1.11
0.12 0.10 1.44
-3.03 -0.86 2.94
2.65 0.58 0.36
0.55 1.92 1.60
-0.12 0.32 -0.03
1.19 0.52 1.27
0.05 0.31 -0.14
0.00 0.01 0.10
0.42 -1.83 -1.26
0.11 -2.19 2.06
-0.15 1.38 0.32
-0.59 -0.83 0.67
0.09 0.01 0.05
-0.12 0.01 -0.18
-0.25 -0.01 0.06
0.60 -1.55 1.11
-1.73 0.18 1.77
1.39 -3.48 -2.98
1.37 3.15 0.23
-0.05 -0.19 0.28
0.16 0.78 -0.53
1.21 0.95 -0.08
-0.45 -0.28 -0.81
-1.48 0.54 0.74
-0.14 -0.35 -0.66
-0.29 0.00 1.14
0.15 -2.23 0.38
-0.91 0.29 0.24
-0.88 1.87 0.20
0.30 0.07 -0.06
-0.08 0.03 0.14
0.12 0.14 -0.23
-0.32 -0.08 0.09
2.81 0.79 -2.44
0.27 -0.01 0.02
-1.81 -2.83 0.49
-1.33 1.22 0.10
-1.57 0.22 -0.26
0.10 -0.03 0.26
0.07 -0.02 0.13
-1.79 0.25 -0.59
2.80 0.93 -1.91
0.24 1.52 -1.04
-1.06 3.46 2.22
1.04 0.48 -1.30
-0.99 1.05 1.15
1.34 -0.48 -1.29
1.49 0.67 -0.11
0.70 0.48 0.30
-0.91 0.22 1.59
0.73 0.13 0.23
0.31 1.31 0.95
-1.74 0.31 -0.44
-0.25 0.43 -1.37
-1.35 -0.33 -0.91
-0.38 -1.31 1.27
0.06 0.07 0.03
0.09 0.03 -0.07
1.59 -0.01 1.12
-0.02 -0.11 -0.03
0.82 -1.71 0.18
0.70 0.62 1.72
0.09 -0.77 -1.46
-0.93 -1.87 0.05
0.44 -1.25 1.21
0.30 -1.57 -1.11
-1.67 0.09 -0.92
-1.01 -0.10 1.61
-0.08 1.99 -0.29
-0.07 0.02 0.01
-0.12 -0.10 0.06
-1.74 0.00 -0.03
0.00 0.07 -0.02
0.01 -0.13 -0.05
0.01 -0.12 -0.05
1.04 1.38 -0.24
1.72 -0.55 -0.16
0.04 0.09 -0.02
0.19 -1.87 0.51
-1.30 1.04 0.32
-0.03 -0.10 -0.03
0.66 1.78 0.23
-0.03 0.03 -0.06
-0.11 -0.11 0.13
-0.64 -1.22 -1.03
0.26 1.07 1.14
0.44 -0.84 -1.22
-0.05 0.01 0.03
0.00 0.41 1.79
-1.39 0.44 -0.59
0.14 0.23 -0.08
0.49 -1.42 -0.40
0.03 -0.07 -0.15
1.41 -0.25 -1.44
0.78 -0.33 -1.16
-0.03 0.03 0.05
0.01 0.04 0.05
-0.26 1.72 -0.80
-0.02 -0.11 -0.07
-0.22 -0.01 -0.18
0.21 0.17 0.08
-1.00 -1.02 1.42
-0.03 0.07 0.01
0.09 -0.15 0.13
-0.06 0.01 -0.04
-0.64 0.37 -1.40
0.91 -0.64 0.11
0.03 -0.16 0.10
0.01 0.01 -0.06
0.10 -0.01 0.06
0.35 -1.28 -1.20
1.27 1.01 0.07
-0.11 -0.05 -0.12
-0.02 -0.12 -0.07
0.06 -0.04 -0.27
1.18 -0.84 -0.63
0.00 -0.04 0.05
0.85 -1.13 1.00

As for the total charge: 0. Its lowest unoccupied orbital energy is 0.476 eV. The value obtained for the gap between HOMO and LUMO is 0.2980 Ha. As for the spin multiplicity: 1. Its HOMO energy is -7.63 eV. The calculation puts the total energy at -79882.611 eV. Its structure (SMILES) is CCCCN[C@](CO[C@](CCN(CC)C(C)=O)(Cc1ccccc1C)P(C)C)(NC(F)(F)F)P(C)O.CCN(CC)CC.CCN(CC)CC.

4.
Molecular formula: C4H8S2
Method: DFT, the ωB97M-V functional and the def2-TZVPD basis

Last column: Löwdin charge in e.
Atoms and positions in Å:
S  -2.3358  -1.2961  -0.1821  0.8367
S  1.2200  -0.9353  0.4643  0.8301
C  2.7137  -0.3648  -0.3187  -0.4246
C  -2.6181  0.4202  0.0962  -0.4347
C  -1.2837  -0.1117  0.5775  -0.7717
C  -0.0243  0.2226  -0.0820  -0.5824
H  -2.4887  1.1196  -0.7472  0.0872
H  -3.3207  0.5536  0.9478  0.0819
H  -0.2909  0.2193  -1.1838  0.1051
H  -1.2241  -0.2416  1.6467  0.0943
H  0.3773  1.2404  0.1977  0.1019
H  2.7416  0.6610  -0.5240  0.0163
H  2.9238  -0.9316  -1.1897  0.0146
H  3.6100  -0.5558  0.2971  0.0452

Force components x, y, z for each atom (eV/Å):
-0.40 -1.47 -0.87
0.04 -0.76 0.40
1.12 -1.11 0.81
0.73 0.60 0.92
-1.07 0.20 1.42
0.76 1.81 -1.72
-0.77 -0.35 0.54
0.36 0.63 -1.17
0.91 -0.09 0.92
0.08 0.05 0.27
-0.73 -0.78 -0.29
-0.30 1.59 -0.36
-0.10 -0.32 -1.16
-0.64 0.01 0.30

As for the total charge: 0. Its lowest unoccupied orbital energy is 0.966 eV. The value obtained for the gap between HOMO and LUMO is 0.3512 Ha. As for the spin multiplicity: 1. Its HOMO energy is -8.59 eV. The calculation puts the total energy at -25947.079 eV. Its structure (SMILES) is CSC[C@H]1CS1. The relative energy (zero: lowest compared OMol25 entry of this formula, charge and spin) comes out at 128.8 kJ/mol.

5.
Molecular formula: C6H12O
Method: DFT, the ωB97M-V functional and the def2-TZVPD basis

Last column: Löwdin charge in e.
Atoms and positions in Å:
O  1.2069  -0.8536  -0.2254  -0.1541
C  -1.1118  -0.3110  0.5456  -0.2989
C  -1.4150  1.1854  0.2672  -0.1379
C  2.5761  -0.5326  -0.1396  -0.1043
C  0.3957  0.0406  0.4879  -0.3423
C  0.0496  1.3877  -0.1856  -0.1171
C  -1.6009  -1.2658  -0.5357  -0.0671
H  -2.6962  -1.3367  -0.5166  0.0792
H  3.0973  -1.1130  -0.9075  0.0896
H  2.9868  -0.7815  0.8529  0.0901
H  -2.1836  1.3832  -0.4866  0.1047
H  0.5719  2.2833  0.1638  0.1018
H  -1.3043  -0.9319  -1.5365  0.0835
H  -1.1859  -2.2668  -0.3795  0.0781
H  0.7964  0.1880  1.5049  0.1518
H  0.1556  1.3124  -1.2738  0.1177
H  -1.6633  1.7510  1.1708  0.1046
H  -1.4385  -0.6736  1.5271  0.1311
H  2.7629  0.5349  -0.3335  0.0894

Force components x, y, z for each atom (eV/Å):
-0.08 -0.09 0.00
-0.04 -0.09 0.08
-0.15 0.10 0.01
0.23 0.05 -0.07
-0.06 0.11 0.12
0.12 0.10 -0.06
0.04 -0.01 -0.04
0.21 0.03 0.04
-0.07 0.06 0.21
-0.09 0.05 -0.18
0.09 -0.04 0.12
-0.09 -0.12 -0.06
0.00 -0.04 0.15
-0.07 0.14 -0.07
-0.03 0.00 -0.16
0.00 -0.02 0.18
0.06 -0.11 -0.12
0.04 0.05 -0.15
-0.09 -0.15 0.01

As for the total charge: 0. Its lowest unoccupied orbital energy is 1.138 eV. The value obtained for the gap between HOMO and LUMO is 0.3911 Ha. As for the spin multiplicity: 1. Its HOMO energy is -9.51 eV. The calculation puts the total energy at -8463.002 eV. Its structure (SMILES) is CO[C@H]1CC[C@H]1C. The relative energy (zero: lowest compared OMol25 entry of this formula, charge and spin) comes out at 130.5 kJ/mol.

6.
Molecular formula: C4H11NO
Method: DFT, the ωB97M-V functional and the def2-TZVPD basis

Last column: Löwdin charge in e.
Atoms and positions in Å:
O  -1.6823  2.3130  -0.3546  0.0412
N  1.5756  -1.0875  -0.1949  -0.1871
C  -2.6394  0.1258  -0.0898  -0.0604
C  0.9767  -1.2461  1.1384  -0.1360
C  -1.6053  1.1266  -0.5165  -0.3341
C  2.9752  -0.7056  -0.2899  -0.1467
H  1.6673  -1.3342  1.9813  0.0742
H  -2.6996  -0.7326  -0.7509  0.0718
H  3.6561  -1.3897  0.2272  0.0711
H  0.4116  -2.1765  1.0845  0.0721
H  3.1784  -0.5002  -1.3327  0.0716
H  0.2338  -0.4830  1.3695  0.0508
H  -3.6136  0.5822  0.0762  0.0788
H  3.1112  0.2290  0.2641  0.0758
H  1.3959  -1.9357  -0.6820  0.0738
H  -2.4257  -0.3039  0.8967  0.0751
H  -0.8078  0.7192  -1.1691  0.1081

Force components x, y, z for each atom (eV/Å):
-0.04 0.21 0.47
-0.31 0.44 0.64
-0.31 -0.21 1.06
-0.24 -0.45 -0.48
-0.27 -0.32 -1.12
-0.67 0.60 1.04
0.24 0.08 -0.17
-0.01 0.09 -0.32
0.21 -0.35 -0.52
-0.09 -0.10 0.36
0.53 -0.25 -0.10
0.21 0.36 0.00
-0.04 0.19 -0.40
-0.11 0.14 -0.24
0.18 -0.46 -0.54
0.45 0.10 -0.05
0.25 -0.08 0.37

As for the total charge: 0. Its lowest unoccupied orbital energy is 0.954 eV. The value obtained for the gap between HOMO and LUMO is 0.3606 Ha. As for the spin multiplicity: 1. Its HOMO energy is -8.86 eV. The calculation puts the total energy at -7862.741 eV. Its structure (SMILES) is CC=O.CNC. The relative energy (zero: lowest compared OMol25 entry of this formula, charge and spin) comes out at 174.9 kJ/mol.